The following is a quantum chemistry calculation of 9 unconnected molecules or ions with the total composition C20H62N4O11 at a distorted geometry, from the OMol25 dataset.

Positions of all 97 atoms, in Å:
C: 3.9638 -0.6625 1.8992
O: 5.3639 -0.6835 2.2885
C: 6.3097 -1.0516 1.2382
C: 7.5894 -1.6737 1.6936
C: 8.6003 -1.9163 0.6113
N: 7.4270 -3.0284 2.2710
H: 3.8192 -0.1584 0.9436
H: 3.4815 -0.1079 2.7041
H: 3.6594 -1.7082 1.8560
H: 5.9023 -1.4409 0.3051
H: 6.5122 -0.0671 0.8165
H: 8.0660 -1.0643 2.4614
H: 8.6044 -1.0372 -0.0331
H: 8.3972 -2.7343 -0.0800
H: 9.6498 -1.9095 0.9055
H: 6.9368 -3.5420 1.5526
H: 6.7186 -2.9200 2.9827
C: 3.9025 2.5686 -4.2771
O: 5.1852 2.0033 -3.9945
C: 6.1647 2.6020 -4.7882
C: 7.5486 2.2095 -4.1919
C: 7.9619 2.9132 -2.8859
N: 8.6998 2.1389 -5.0122
H: 3.9314 3.6466 -4.1187
H: 3.0741 2.1172 -3.7311
H: 3.6716 2.6699 -5.3376
H: 6.0166 2.1359 -5.7623
H: 6.2035 3.6896 -4.8506
H: 7.5452 1.1471 -3.9484
H: 8.9399 2.6764 -2.4670
H: 7.2360 2.6749 -2.1085
H: 7.9517 3.9766 -3.1250
H: 8.9013 3.1016 -5.2420
H: 8.6636 1.6347 -5.8866
C: -10.3856 -0.9928 2.1043
O: -9.2898 -1.0085 1.2442
C: -8.6183 0.2320 1.0882
C: -7.5434 0.2547 -0.0904
C: -6.3707 -0.6817 0.1709
N: -7.0560 1.5658 -0.2006
H: -11.2418 -0.4109 1.7633
H: -10.0624 -0.6986 3.1029
H: -10.8516 -1.9758 2.1733
H: -9.4233 0.9362 0.8783
H: -8.1446 0.6733 1.9651
H: -8.0408 -0.0947 -0.9952
H: -6.6324 -1.6367 -0.2847
H: -6.0049 -0.7316 1.1965
H: -5.6106 -0.4133 -0.5628
H: -7.7669 2.2623 -0.0285
H: -6.4904 1.6874 0.6273
C: -1.1800 -5.2439 0.3063
O: -0.7697 -6.4193 1.0506
C: -0.1343 -6.0209 2.2490
C: -0.0622 -7.2711 3.1398
C: 0.6251 -6.8755 4.4065
N: 0.7521 -8.2752 2.6178
H: -1.8875 -5.6285 -0.4283
H: -0.2416 -4.9676 -0.1745
H: -1.6737 -4.4732 0.8982
H: 0.9018 -5.7246 2.0850
H: -0.6254 -5.2480 2.8403
H: -0.9857 -7.8066 3.3602
H: 0.8983 -7.7928 4.9281
H: 0.0237 -6.3050 5.1141
H: 1.5581 -6.3547 4.1911
H: 0.6070 -9.1653 3.0725
H: 0.2328 -8.2832 1.7515
O: -2.7768 3.3700 5.7215
C: -2.9790 4.2437 4.7206
C: -2.9681 3.4641 3.3899
O: -4.2082 2.7113 3.2962
H: -3.4787 2.7407 5.9026
H: -3.8226 4.9064 4.9139
H: -2.2105 4.9833 4.4962
H: -2.1244 2.7743 3.4102
H: -2.8347 4.1758 2.5751
H: -4.3139 2.1326 4.0549
O: -5.2836 4.6892 -3.3423
C: -4.1813 5.6218 -3.2666
C: -2.8254 4.9607 -3.2467
O: -2.8333 3.8167 -2.4342
H: -5.2640 4.1503 -2.5481
H: -4.2392 6.3531 -4.0728
H: -4.4270 6.2234 -2.3915
H: -2.0702 5.6869 -2.9461
H: -2.5931 4.6656 -4.2700
H: -3.3997 3.2100 -2.9166
O: 0.6254 3.0868 0.0123
H: -0.0803 3.7040 -0.1806
H: 0.5879 2.4489 -0.7004
O: -3.0812 0.4030 -4.6743
H: -3.6768 -0.2863 -4.9682
H: -2.6024 0.6587 -5.4627
O: -0.9635 -0.1332 -1.1374
H: -1.4781 -0.0246 -0.3376
H: -1.6013 -0.0492 -1.8462

Computed properties:
- SMILES = COC[C@H](C)N.COC[C@H](C)N.COC[C@H](C)N.COC[C@H](C)N.OCCO.OCCO.O.O.O
- M (g/mol) = 534.7
- HOMO level (eV) = -9.14
- total charge = 0
- gap between HOMO and LUMO (eV) = 9.2283
- LUMO level (eV) = 0.09
- spin multiplicity = 1
- max |F| (eV/Å) = 3.423

---

The following is a quantum chemistry calculation of a molecular structure, C11H10HgN7O3 at a distorted geometry, from the OMol25 dataset.

Positions of all 32 atoms, in Å:
Hg: 0.5593 0.2193 -0.0203
C: -1.9936 -2.5881 -3.1134
O: -2.6844 -1.8099 -2.1324
C: -1.9227 -1.0765 -1.3375
O: -0.7050 -1.0299 -1.4098
N: -2.6665 -0.4144 -0.4207
N: -2.0548 0.4625 0.4838
H: -2.7694 -3.0834 -3.6887
H: -1.3460 -3.3180 -2.6269
H: -1.3883 -1.9421 -3.7497
H: -3.6783 -0.4646 -0.4869
H: -2.3258 0.2364 1.4395
H: -2.2942 1.4368 0.2892
N: 3.9875 -3.4996 5.3843
C: 3.4075 -2.9826 4.5316
C: 2.7156 -2.3504 3.5062
C: 1.4429 -1.7612 3.7122
C: 0.8325 -1.0969 2.6964
N: 1.3750 -0.9527 1.4410
C: 2.5893 -1.5649 1.2334
C: 3.2595 -2.2446 2.2002
H: 0.9647 -1.8451 4.6766
H: -0.1371 -0.6306 2.8412
H: 2.9921 -1.4688 0.2286
H: 4.2076 -2.7083 1.9791
O: 0.7394 1.9607 -0.7164
N: 1.9443 1.5113 -1.2344
C: 2.7252 2.4290 -1.7518
C: 2.4617 3.8171 -1.7684
N: 2.2663 4.9490 -1.7554
C: 3.9594 2.0340 -2.3068
N: 4.9727 1.7392 -2.7608

Computed properties:
- M (g/mol) = 488.8
- HOMO level (alpha / beta) (eV) = -5.48 / -9.17
- total charge = 0
- gap between HOMO and LUMO (alpha / beta) (eV) = 4.4443 / 8.1290
- LUMO level (alpha / beta) (eV) = -1.04 / -1.04
- spin multiplicity = 2
- max |F| (eV/Å) = 6.454

---

The following is a quantum chemistry calculation of a gas-phase ion, C2H6N3S (charge +1) at a distorted geometry, from the OMol25 dataset.

Positions of all 12 atoms, in Å:
C: 0.6636 -1.5044 -0.2898
C: -0.2972 1.1434 -0.1269
N: 1.5899 -0.5782 -0.5395
N: -0.4308 -1.1759 0.2763
N: -1.2677 1.6090 0.5864
S: 1.3403 1.0990 0.1948
H: 1.0244 -2.4925 -0.6078
H: -0.5576 0.7251 -1.1554
H: 2.5164 -0.5328 -0.9231
H: -1.0869 -1.8480 0.7388
H: -2.1409 1.6960 0.2577
H: -1.3536 1.8593 1.5886

Computed properties:
- M (g/mol) = 104.2
- HOMO level (alpha / beta) (eV) = -10.94 / -14.46
- total charge = +1
- gap between HOMO and LUMO (alpha / beta) (eV) = 7.0883 / 6.7528
- LUMO level (alpha / beta) (eV) = -3.85 / -7.71
- spin multiplicity = 3
- max |F| (eV/Å) = 4.298